# 1
Here is 2 unconnected molecules or ions with the total composition C4H12NO from OMol25. Energies are from ωB97M-V with the def2-TZVPD basis set.

Values from the calculation:
E_LUMO in eV: 4.3
Charge: -1
Energy above the lowest of the compared OMol25 structures with the same formula, charge and spin in kJ/mol: 10.1
M in g/mol: 90.15
Orbital gap in eV: 6.87

```
18
Properties=species:S:1:pos:R:3:lowdin_charge:R:1
N -0.950 3.300 -0.681 -0.0558
C -0.173 2.152 -1.297 -0.6115
O -0.279 1.024 -0.599 -0.3259
H -1.815 3.428 -1.194 0.0046
H -1.224 2.905 0.215 0.0205
H -0.552 2.057 -2.347 0.0629
H 0.880 2.514 -1.373 0.0590
C -0.656 -1.328 1.380 -0.1461
C 0.156 -2.042 0.317 -0.3484
C 1.577 -1.501 0.240 -0.1450
H -0.151 -1.361 2.344 0.0567
H -1.633 -1.795 1.522 0.0553
H -0.774 -0.293 1.061 0.0356
H -0.313 -1.871 -0.654 0.0917
H 0.141 -3.129 0.451 0.0811
H 2.126 -1.948 -0.596 0.0558
H 1.497 -0.424 0.052 0.0527
H 2.140 -1.689 1.159 0.0566
```

***

# 2
Here is 2 unconnected molecules or ions with the total composition C4H12NO from OMol25. Energies are from ωB97M-V with the def2-TZVPD basis set.

Values from the calculation:
E_LUMO in eV: 4.4
Charge: -1
Energy above the lowest of the compared OMol25 structures with the same formula, charge and spin in kJ/mol: 50.9
M in g/mol: 90.15
Orbital gap in eV: 6.76

```
18
Properties=species:S:1:pos:R:3:lowdin_charge:R:1
C 1.949 1.684 -1.963 -0.1953
C 2.640 0.336 -1.787 -0.1983
H 1.004 1.618 -1.421 0.0375
H 1.754 1.978 -3.000 0.0449
H 2.534 2.476 -1.487 0.0502
H 2.115 -0.466 -2.300 0.0534
H 3.676 0.378 -2.150 0.0437
H 2.633 0.096 -0.728 0.0423
C -0.993 0.041 0.522 -0.5554
O 0.304 0.038 0.145 -0.3436
C -1.322 -1.083 1.521 -0.3221
N -2.736 -1.045 1.953 -0.0526
H -1.314 0.987 1.027 0.0797
H -1.697 -0.068 -0.351 0.0766
H -1.031 -2.029 1.051 0.0868
H -0.678 -0.923 2.385 0.0876
H -3.312 -0.948 1.120 0.0375
H -3.027 -1.896 2.414 0.0271
```

***

# 3
Here is 2 unconnected molecules or ions with the total composition C4H12NO from OMol25. Energies are from ωB97M-V with the def2-TZVPD basis set.

Values from the calculation:
E_LUMO in eV: 4.3
Charge: -1
Energy above the lowest of the compared OMol25 structures with the same formula, charge and spin in kJ/mol: 101.4
M in g/mol: 90.15
Orbital gap in eV: 6.74

```
18
Properties=species:S:1:pos:R:3:lowdin_charge:R:1
C 1.357 -1.507 2.080 -0.4632
O 1.011 -0.489 1.250 -0.4204
H 1.520 -1.201 3.144 0.0241
H 0.595 -2.327 2.139 0.0261
H 2.305 -2.021 1.779 0.0261
C -1.465 -0.426 -0.804 -0.1447
N -0.807 0.825 -1.179 -0.3203
C -0.693 1.677 0.014 -0.1436
C 0.526 0.533 -1.690 -0.1523
H -2.489 -0.207 -0.485 0.0650
H -0.936 -0.913 0.028 0.0667
H -1.495 -1.083 -1.676 0.0665
H -0.303 2.648 -0.304 0.0639
H -1.698 1.824 0.422 0.0653
H -0.045 1.230 0.787 0.0488
H 1.062 1.472 -1.853 0.0670
H 0.441 0.037 -2.664 0.0647
H 1.114 -0.073 -0.988 0.0602
```

***

# 4
Here is 2 unconnected molecules or ions with the total composition C4H12NO from OMol25. Energies are from ωB97M-V with the def2-TZVPD basis set.

Values from the calculation:
E_LUMO in eV: 4.3
Charge: -1
Energy above the lowest of the compared OMol25 structures with the same formula, charge and spin in kJ/mol: 66.7
M in g/mol: 90.15
Orbital gap in eV: 6.75

```
18
Properties=species:S:1:pos:R:3:lowdin_charge:R:1
C 1.285 -1.742 -1.468 -0.1943
C 0.675 -0.963 -2.647 -0.1857
H 1.742 -1.088 -0.765 0.0369
H 2.009 -2.529 -1.793 0.0564
H 0.495 -2.176 -0.885 0.0384
H 1.339 -0.145 -2.935 0.0471
H 0.498 -1.602 -3.536 0.0489
H -0.268 -0.511 -2.340 0.0415
C -0.351 0.932 2.763 -0.2016
N -1.377 1.441 1.863 -0.1718
C -0.978 1.234 0.475 -0.6056
O -0.714 -0.038 0.103 -0.3205
H -0.104 -0.085 2.602 0.0342
H -0.561 1.190 3.826 0.0596
H 0.564 1.496 2.496 0.0646
H -2.313 0.936 2.000 0.1034
H -0.142 1.989 0.394 0.0773
H -1.799 1.660 -0.154 0.0712
```

***

# 5
Here is 2 unconnected molecules or ions with the total composition C4H12NO from OMol25. Energies are from ωB97M-V with the def2-TZVPD basis set.

Values from the calculation:
E_LUMO (alpha / beta) in eV: 0.9 / 0.8
2S+1: 2
Energy above the lowest of the compared OMol25 structures with the same formula, charge and spin in kJ/mol: 79.9
M in g/mol: 90.15
Orbital gap (alpha / beta) in eV: 6.68 / 10.25

```
18
Properties=species:S:1:pos:R:3:lowdin_spin:R:1
C -1.378 2.787 -0.339 0.0011
C -0.548 1.518 -0.101 0.0136
C -1.442 0.385 0.400 0.0289
C 0.470 -1.199 0.711 0.5884
N -0.839 -0.955 0.383 0.2531
H -1.510 3.457 0.508 0.0001
H -0.906 3.313 -1.169 0.0003
H -2.374 2.552 -0.735 0.0008
H -0.037 1.299 -1.045 0.0020
H 0.328 1.769 0.516 0.0040
H -1.898 0.671 1.345 0.0038
H -2.069 0.315 -0.493 0.0020
H 0.837 -0.724 1.617 0.0469
H 1.035 -1.922 0.158 0.0435
H -1.203 -1.689 -0.186 0.0039
H 3.565 -1.546 -0.858 0.0008
H 3.138 -3.005 -1.308 0.0002
O 3.022 -2.302 -0.656 0.0066
```

***

# 6
Here is 2 unconnected molecules or ions with the total composition C4H12NO from OMol25. Energies are from ωB97M-V with the def2-TZVPD basis set.

Values from the calculation:
E_LUMO in eV: -6.1
Charge: +1
Energy above the lowest of the compared OMol25 structures with the same formula, charge and spin in kJ/mol: 346.9
M in g/mol: 90.15
Orbital gap in eV: 9.04

```
18
Properties=species:S:1:pos:R:3:lowdin_charge:R:1
C -2.509 0.770 0.110 -0.1106
C -1.050 0.966 0.409 -0.2321
C -0.362 -0.309 0.929 -0.1004
C 1.739 -1.344 0.991 0.1635
N 1.041 -0.453 0.323 0.0410
H -3.263 0.611 0.875 0.0813
H -2.799 1.715 -0.366 0.0857
H -2.843 0.022 -0.618 0.0857
H -0.588 1.308 -0.519 0.1123
H -0.790 1.737 1.138 0.1202
H -0.294 -0.508 1.998 0.1377
H -0.897 -1.124 0.439 0.1308
H 2.385 -1.135 1.848 0.1367
H 2.088 -2.207 0.417 0.1203
H 1.360 -0.558 -0.663 0.1053
H 3.055 0.057 -2.237 0.0713
H 1.623 0.359 -2.929 0.0749
O 2.104 0.093 -2.144 -0.0236
```

***

# 7
Here is 2 unconnected molecules or ions with the total composition C4H12NO from OMol25. Energies are from ωB97M-V with the def2-TZVPD basis set.

Values from the calculation:
E_LUMO in eV: -5.4
Charge: +1
Energy above the lowest of the compared OMol25 structures with the same formula, charge and spin in kJ/mol: 302.7
M in g/mol: 90.15
Orbital gap in eV: 9.76

```
18
Properties=species:S:1:pos:R:3:lowdin_charge:R:1
C 2.030 -0.691 1.392 -0.0963
C 1.917 -0.187 -0.121 -0.1426
C 0.230 -0.198 -0.214 -0.1034
C -1.141 1.559 -1.475 0.2249
N -0.132 0.698 -1.446 0.0515
H 2.793 -0.228 1.951 0.0449
H 2.252 -1.820 1.450 0.1136
H 1.153 -0.300 1.955 0.0657
H 2.193 -0.919 -0.862 0.0906
H 2.142 0.864 -0.212 0.0924
H -0.212 0.143 0.766 0.1172
H 0.047 -1.266 -0.599 0.1495
H -1.726 1.790 -0.611 0.1102
H -1.377 1.801 -2.472 0.1047
H 0.019 0.164 -2.281 0.1512
H -2.983 -1.097 0.656 0.0792
H -4.017 -0.163 1.233 -0.0179
O -3.187 -0.150 0.890 -0.0355
```

***

# 8
Here is 3 unconnected molecules or ions with the total composition C4H12NO from OMol25. Energies are from ωB97M-V with the def2-TZVPD basis set.

Values from the calculation:
E_LUMO in eV: -7.5
Charge: +1
Energy above the lowest of the compared OMol25 structures with the same formula, charge and spin in kJ/mol: 341.3
M in g/mol: 90.15
Orbital gap in eV: 5.40

```
18
Properties=species:S:1:pos:R:3:lowdin_charge:R:1
C -1.955 -0.935 -0.842 -0.0188
C -0.939 0.088 -1.115 -0.0104
C -0.497 0.984 -0.136 -0.1373
C -0.035 2.246 -0.340 0.2516
N 1.115 -0.586 2.422 0.0353
H -1.792 -1.880 -1.366 0.1172
H -2.963 -0.570 -1.078 0.1352
H -0.866 0.420 -2.156 0.1511
H -1.996 -1.125 0.237 0.1069
H -0.620 0.647 0.897 0.1102
H 0.209 2.885 0.500 0.1127
H 0.013 2.660 -1.343 0.1092
H 1.506 -0.931 1.560 -0.0294
H 1.747 -0.004 2.944 0.0178
H 0.804 -1.358 2.987 0.0174
H 2.236 -1.363 -1.131 0.0607
H 0.864 -0.722 -0.798 -0.0239
O 1.650 -1.113 -0.432 -0.0055
```

***

> Number 2 is which compound?

C4H12NO

***

> Number 4 is which compound?

C4H12NO